Molecular formula: C5H3NO
Method: DFT, ωB97M-V/def2-TZVPD

Kohn-Sham gap ... 10.2 eV
LUMO energy ... -0.341 eV
Energy relative to the best compared isomer or geometry (same formula, charge and spin) ... 270.8 kJ/mol
2S+1 ... 1
E_tot ... -8767.1995 eV

CARTESIAN COORDINATES (ANGSTROEM)
C: 1.7348 0.7603 0.1283
C: -1.2062 -0.4336 -0.6606
C: -1.0376 0.7884 -0.1693
C: -0.0773 -1.1128 -0.0723
C: 0.6362 0.0448 0.5892
N: 2.5750 1.4371 -0.2509
O: 0.0105 -2.2861 0.2173
H: -2.0580 -0.8320 -1.3222
H: -1.3605 1.8504 -0.1216
H: 0.7830 -0.2165 1.6620